P) A single C6H10FN molecule. Source: OMol25; level of theory: ωB97M-V/def2-TZVPD.

```
18
C6H10FN (ωB97M-V/def2-TZVPD)
C -1.433 1.107 0.619
C -0.842 0.183 -0.451
C -0.807 -1.306 -0.039
N 0.584 -1.658 0.266
C 1.432 -0.699 -0.408
C 1.620 0.654 0.227
C 0.596 0.457 -0.810
F 0.817 1.082 -2.047
H -0.913 0.907 1.541
H -2.513 0.960 0.796
H -1.280 2.123 0.306
H -1.417 0.296 -1.392
H -1.478 -1.555 0.849
H -1.111 -1.922 -0.870
H 0.715 -1.610 1.258
H 2.173 -1.045 -1.089
H 2.506 1.223 -0.067
H 1.351 0.802 1.311
```

Calculated values
Net charge: 0
SMILES: C[C@@H]1CN[C@@H]2C[C@]12F


Q) A single C6H10FN molecule. Source: OMol25; level of theory: ωB97M-V/def2-TZVPD.

```
18
C6H10FN (ωB97M-V/def2-TZVPD)
C 1.536 -0.515 -1.228
N 1.551 -0.106 0.141
C 0.643 0.783 0.674
C -0.656 1.381 0.222
F -1.277 2.048 1.344
C -1.459 0.042 -0.191
C -0.745 -1.079 0.476
C 0.612 -0.614 0.969
H 0.507 -0.762 -1.721
H 2.189 -1.330 -1.407
H 1.731 0.528 -1.803
H 0.935 1.462 1.372
H -0.625 2.287 -0.444
H -2.535 0.336 -0.080
H -1.274 -0.025 -1.349
H -0.681 -1.865 -0.327
H -1.249 -1.557 1.259
H 0.796 -1.012 2.094
```

Calculated values
Net charge: 0
SMILES: CN1[C@H]2[C@H](F)CC[C@H]21


R) A single C6H10FN molecule. Source: OMol25; level of theory: ωB97M-V/def2-TZVPD.

```
18
C6H10FN (ωB97M-V/def2-TZVPD)
C 0.802 1.843 0.523
C 0.338 0.765 -0.526
N 1.191 -0.332 -0.771
C 0.789 -1.489 -0.228
C -0.756 -1.320 -0.133
C -1.302 -0.515 1.096
C -1.047 0.193 -0.273
F -2.040 0.879 -1.055
H 0.436 1.444 1.674
H 2.101 1.681 0.373
H 0.480 3.022 0.330
H 0.060 1.160 -1.565
H 1.221 -0.265 -1.898
H 1.067 -2.302 -1.034
H 1.275 -1.742 0.727
H -1.637 -1.910 -0.625
H -2.328 -0.970 1.415
H -0.650 -0.142 1.971
```

Calculated values
Net charge: 0
SMILES: C[C@H]1NC[C@H]2C[C@]21F


How far above the most stable structure does each one sit? In kJ/mol: P) 0.0; Q) 214.8; R) 342.6.


P) 8 unconnected molecules or ions with the total composition C16H48N6O8. Source: OMol25; level of theory: ωB97M-V/def2-TZVPD.

```
78
C16H48N6O8 (ωB97M-V/def2-TZVPD)
N 14.231 14.019 6.065
C 13.171 13.953 6.954
N 11.827 14.104 6.352
O 13.236 13.733 8.152
H 13.970 14.155 5.077
H 15.082 13.490 6.296
H 11.553 13.657 5.484
H 11.004 13.923 6.960
N 15.827 11.748 8.777
C 16.613 11.770 7.684
N 17.740 10.888 7.700
O 16.430 12.445 6.679
H 16.032 11.079 9.509
H 14.983 12.294 8.749
H 18.434 11.168 7.019
H 18.159 10.578 8.577
N 10.437 10.940 5.766
C 9.153 10.925 6.035
N 8.794 11.190 7.309
O 8.374 10.687 5.126
H 11.120 10.874 6.513
H 10.539 10.423 4.914
H 7.904 10.712 7.427
H 9.471 10.820 7.987
C 9.248 8.509 12.184
C 7.992 9.397 11.831
C 8.228 10.371 10.634
O 6.866 8.500 11.556
H 9.531 7.918 11.323
H 8.919 7.971 13.053
H 10.075 9.203 12.363
H 7.798 10.014 12.721
H 8.526 9.830 9.734
H 9.163 10.928 10.849
H 7.382 11.038 10.444
H 6.008 8.904 11.675
C 11.351 5.688 6.452
C 12.038 6.531 5.327
C 13.099 7.542 5.814
O 12.647 5.658 4.369
H 10.929 6.354 7.197
H 12.053 5.081 7.042
H 10.595 5.115 5.954
H 11.215 7.046 4.764
H 12.630 8.372 6.363
H 13.586 8.075 4.984
H 13.874 7.067 6.457
H 13.102 4.941 4.833
C 14.730 9.400 12.374
C 15.731 8.678 11.437
C 15.157 7.820 10.289
O 16.601 9.693 10.846
H 14.143 10.161 11.832
H 15.201 9.910 13.243
H 14.031 8.636 12.748
H 16.410 8.071 12.050
H 14.225 8.276 9.973
H 14.944 6.791 10.535
H 15.814 7.862 9.452
H 16.931 10.276 11.543
C 11.515 8.934 9.147
C 12.543 9.996 8.791
O 11.792 11.110 8.239
H 12.087 8.117 9.610
H 10.990 8.569 8.272
H 10.775 9.247 9.868
H 13.268 9.584 8.109
H 13.128 10.234 9.668
H 12.247 11.963 8.292
C 11.677 12.368 12.178
C 13.077 12.870 11.817
O 12.993 14.280 11.585
H 11.670 11.286 12.218
H 11.034 12.665 11.345
H 11.336 12.741 13.169
H 13.403 12.339 10.916
H 13.708 12.670 12.683
H 13.472 14.457 10.785
```

Calculated values
Net charge: 0
SMILES: NC(N)=O.NC(N)=O.NC(N)=O.CC(C)O.CC(C)O.CC(C)O.CCO.CCO


Q) 8 unconnected molecules or ions with the total composition C16H48N6O8. Source: OMol25; level of theory: ωB97M-V/def2-TZVPD.

```
78
C16H48N6O8 (ωB97M-V/def2-TZVPD)
N -23.461 22.892 1.337
C -22.213 23.245 1.287
N -22.132 24.512 0.937
O -21.164 22.372 1.317
H -23.645 21.894 1.588
H -24.300 23.538 1.126
H -21.182 24.958 0.890
H -22.827 25.244 1.074
N -22.914 24.258 -1.524
C -23.518 23.355 -2.195
N -23.713 22.277 -1.468
O -23.840 23.650 -3.497
H -22.729 25.251 -1.899
H -22.611 24.182 -0.517
H -24.077 21.512 -2.012
H -23.389 22.142 -0.546
N -23.905 26.790 4.310
C -23.677 26.107 3.229
N -23.537 24.864 3.419
O -23.599 26.682 1.957
H -24.285 27.701 4.137
H -24.008 26.407 5.241
H -23.395 24.231 2.645
H -23.500 24.472 4.389
C -26.889 22.248 0.097
C -27.697 21.065 0.407
C -29.176 21.427 0.160
O -27.451 20.034 -0.326
H -25.819 22.078 0.167
H -27.091 23.028 0.821
H -27.127 22.654 -0.900
H -27.585 20.817 1.459
H -29.769 20.599 0.427
H -29.456 21.643 -0.823
H -29.449 22.312 0.755
H -26.550 19.776 -0.240
C -26.514 22.028 -3.497
C -27.556 20.998 -3.714
C -28.494 21.504 -4.788
O -27.084 19.919 -4.133
H -25.879 21.823 -2.608
H -26.910 23.047 -3.392
H -25.826 21.950 -4.365
H -28.040 20.741 -2.774
H -29.125 22.274 -4.384
H -29.216 20.841 -5.168
H -27.914 21.852 -5.671
H -26.891 20.004 -5.088
C -21.604 28.664 -3.219
C -21.779 27.399 -2.283
C -21.780 27.691 -0.779
O -22.784 26.731 -2.517
H -20.759 29.231 -2.884
H -22.431 29.307 -3.012
H -21.626 28.401 -4.282
H -20.957 26.722 -2.384
H -22.536 28.465 -0.451
H -20.818 28.117 -0.541
H -21.731 26.795 -0.144
H -22.898 26.589 -3.449
C -26.166 25.633 -1.857
C -25.675 25.750 -0.380
C -26.835 25.997 0.525
O -25.064 24.760 0.071
H -26.641 24.677 -2.024
H -25.351 25.826 -2.562
H -26.967 26.380 -1.919
H -25.042 26.616 -0.349
H -27.478 25.200 0.402
H -27.361 26.863 0.112
H -26.563 26.183 1.557
H -24.367 24.486 -0.504
C -26.509 24.181 -6.069
O -25.398 24.804 -5.437
H -26.215 23.221 -6.423
H -26.765 24.726 -6.973
H -27.338 24.149 -5.391
H -25.139 24.268 -4.658
```

Calculated values
Net charge: 0
SMILES: NC(N)=O.NC(N)=O.NC(N)=O.CC(C)O.CC(C)O.CC(C)O.CC(C)O.CO


How far above the most stable structure does each one sit? In kJ/mol: P) 0.0; Q) 674.9.


P) A molecular structure, C40H41Cl3IN6O4SSeTc. Source: OMol25; level of theory: ωB97M-V/def2-TZVPD.

```
98
C40H41Cl3IN6O4SSeTc (ωB97M-V/def2-TZVPD)
Tc 0.067 0.123 0.082
O -0.029 -0.209 2.097
S 1.178 0.005 3.049
C 0.389 0.087 4.634
C -0.805 -0.575 4.884
C -1.356 -0.483 6.150
C -0.713 0.251 7.141
C 0.475 0.911 6.872
C 1.034 0.839 5.604
C 1.962 -1.588 3.106
C 1.240 -2.753 2.899
C 1.908 -3.965 2.963
C 3.272 -3.998 3.234
C 3.980 -2.823 3.434
C 3.325 -1.600 3.364
H -1.302 -1.125 4.096
H -2.293 -0.979 6.366
H -1.151 0.316 8.129
H 0.963 1.494 7.642
H 1.949 1.371 5.371
H 0.180 -2.709 2.681
H 1.362 -4.887 2.810
H 3.785 -4.950 3.286
H 5.042 -2.854 3.636
H 3.868 -0.671 3.493
C -3.241 2.093 -6.954
C -1.779 1.818 -7.322
C -1.706 0.527 -8.147
C -1.271 2.963 -8.207
C -0.869 1.713 -6.049
O 0.494 1.614 -6.422
C -1.119 2.893 -5.077
C 0.037 3.334 -4.158
C 1.215 3.980 -4.843
C 1.051 5.146 -5.588
C 2.128 5.760 -6.211
C 3.389 5.205 -6.079
Cl 4.744 5.961 -6.852
C 3.583 4.052 -5.334
C 2.495 3.449 -4.725
C -1.146 0.368 -5.355
N -0.435 0.220 -4.098
C -0.874 0.448 -2.873
N 0.119 0.224 -2.016
C 1.159 -0.172 -2.813
N 0.847 -0.194 -4.075
H -3.846 2.082 -7.862
H -3.377 3.068 -6.486
H -3.655 1.333 -6.288
H -2.117 0.706 -9.141
H -2.290 -0.281 -7.702
H -0.674 0.194 -8.266
H -1.946 3.084 -9.055
H -0.283 2.747 -8.616
H -1.231 3.923 -7.687
H 0.799 2.466 -6.757
H -1.990 2.644 -4.461
H -1.426 3.773 -5.645
H 0.403 2.530 -3.522
H -0.389 4.073 -3.474
H 0.068 5.595 -5.680
H 1.994 6.665 -6.787
H 4.575 3.631 -5.244
H 2.641 2.533 -4.163
H -0.812 -0.452 -5.983
H -2.205 0.247 -5.132
H -1.871 0.770 -2.617
H 2.130 -0.443 -2.437
Cl 4.136 -2.535 -0.364
C 4.378 -0.780 -0.270
Cl 4.664 -0.091 -1.873
C 3.180 -0.045 0.353
O 3.396 0.948 1.011
O 2.016 -0.565 0.097
H 5.259 -0.604 0.336
Se 0.567 2.432 0.533
C -0.279 3.667 -0.672
C 0.530 4.611 -1.298
C -0.056 5.666 -1.982
C -1.437 5.786 -2.029
C -2.239 4.831 -1.417
C -1.667 3.763 -0.740
H 1.608 4.535 -1.236
H 0.572 6.401 -2.467
H -1.890 6.622 -2.545
H -3.317 4.925 -1.449
H -2.293 3.043 -0.234
N -3.104 0.492 -0.186
C -1.959 0.421 -0.035
I -2.486 -5.624 -0.547
C -1.158 -4.058 -0.427
C 0.218 -4.113 -0.544
N 0.674 -2.863 -0.401
N -0.328 -1.998 -0.191
C -1.453 -2.708 -0.208
H 0.884 -4.942 -0.716
H 1.626 -2.511 -0.382
H -2.406 -2.223 -0.069
```

Calculated values
Net charge: +1
2S+1: 4


Q) A molecular structure, C40H41Cl3IN6O4SSeTc. Source: OMol25; level of theory: ωB97M-V/def2-TZVPD.

```
98
C40H41Cl3IN6O4SSeTc (ωB97M-V/def2-TZVPD)
Tc -0.156 0.038 0.204
O -0.084 -0.468 2.218
S 1.050 -0.353 3.257
C 0.174 -0.104 4.773
C -0.934 -0.884 5.082
C -1.583 -0.660 6.282
C -1.119 0.321 7.154
C -0.014 1.092 6.829
C 0.640 0.886 5.621
C 1.628 -2.024 3.451
C 0.943 -3.075 2.863
C 1.456 -4.357 3.004
C 2.625 -4.566 3.722
C 3.301 -3.497 4.298
C 2.808 -2.210 4.158
H -1.279 -1.645 4.394
H -2.449 -1.252 6.542
H -1.628 0.485 8.095
H 0.335 1.859 7.506
H 1.493 1.492 5.344
H 0.052 -2.896 2.277
H 0.941 -5.188 2.543
H 3.022 -5.567 3.821
H 4.218 -3.661 4.847
H 3.337 -1.366 4.587
C 7.090 2.249 -3.351
C 7.234 1.763 -1.904
C 7.923 0.387 -1.901
C 8.161 2.726 -1.147
C 5.835 1.701 -1.196
O 5.977 1.291 0.154
C 5.084 3.056 -1.305
C 4.174 3.425 -0.124
C 4.913 3.830 1.131
C 5.773 4.924 1.124
C 6.456 5.316 2.267
C 6.276 4.604 3.440
Cl 7.123 5.078 4.878
C 5.424 3.512 3.476
C 4.751 3.135 2.325
C 4.991 0.582 -1.846
N 3.891 0.092 -1.026
C 2.644 0.532 -1.000
N 1.943 -0.197 -0.139
C 2.853 -1.098 0.337
N 4.046 -0.941 -0.171
H 8.064 2.218 -3.841
H 6.726 3.275 -3.408
H 6.418 1.613 -3.930
H 8.997 0.517 -2.038
H 7.580 -0.251 -2.717
H 7.764 -0.136 -0.958
H 9.090 2.831 -1.708
H 8.438 2.342 -0.162
H 7.746 3.725 -1.021
H 6.626 1.854 0.589
H 4.494 3.041 -2.225
H 5.792 3.874 -1.429
H 3.481 2.617 0.114
H 3.557 4.274 -0.437
H 5.910 5.499 0.215
H 7.120 6.169 2.250
H 5.304 2.960 4.397
H 4.114 2.258 2.347
H 5.605 -0.285 -2.057
H 4.544 0.937 -2.773
H 2.248 1.302 -1.643
H 2.610 -1.888 1.028
Cl -2.647 -0.505 -2.898
C -0.978 -0.775 -3.444
Cl -0.902 -0.850 -5.198
C -0.015 0.289 -2.888
O 0.898 0.719 -3.541
O -0.236 0.646 -1.644
H -0.672 -1.744 -3.054
Se 0.244 2.378 1.294
C 0.451 3.890 0.212
C 0.758 5.105 0.834
C 0.926 6.239 0.060
C 0.788 6.166 -1.322
C 0.489 4.956 -1.940
C 0.322 3.812 -1.180
H 0.871 5.146 1.909
H 1.164 7.182 0.534
H 0.914 7.057 -1.922
H 0.388 4.906 -3.016
H 0.104 2.862 -1.649
N -0.706 -3.042 -0.398
C -0.423 -1.935 -0.214
I -6.064 2.008 0.135
C -4.395 0.814 0.275
C -4.349 -0.566 0.287
N -3.063 -0.915 0.382
N -2.261 0.162 0.421
C -3.064 1.222 0.358
H -5.136 -1.300 0.238
H -2.647 -1.835 0.293
H -2.663 2.221 0.378
```

Calculated values
Net charge: +1
2S+1: 4


How far above the most stable structure does each one sit? In kJ/mol: P) 0.0; Q) 43.4.


P) 2 unconnected molecules or ions with the total composition C4H12S2. Source: OMol25; level of theory: ωB97M-V/def2-TZVPD.

```
18
C4H12S2 (ωB97M-V/def2-TZVPD)
C 2.704 -0.745 0.376
C 1.691 -0.914 -0.741
S -0.031 -0.886 -0.117
C -0.918 -0.459 -1.638
H 3.741 -0.787 0.023
H 2.595 -1.418 1.239
H 2.558 0.317 0.776
H 1.790 -1.899 -1.248
H 1.791 -0.087 -1.482
H -1.071 0.661 -1.779
H -0.442 -0.892 -2.562
H -1.924 -0.938 -1.465
C -1.936 1.735 1.636
S -3.197 0.674 0.858
H -1.437 2.368 0.892
H -2.404 2.356 2.357
H -1.158 1.245 2.216
H -2.353 -0.332 0.660
```

Calculated values
Net charge: 0
SMILES: CCSC.CS


Q) 2 unconnected molecules or ions with the total composition C4H12S2. Source: OMol25; level of theory: ωB97M-V/def2-TZVPD.

```
18
C4H12S2 (ωB97M-V/def2-TZVPD)
C -2.745 0.043 -0.094
S -1.611 0.600 -1.475
C -0.840 -1.070 -1.548
H -3.699 0.692 -0.077
H -3.081 -1.036 0.015
H -2.142 0.365 0.806
H -0.587 -1.407 -0.534
H -0.065 -1.179 -2.305
H -1.698 -1.737 -1.811
C 1.579 -1.414 1.423
S 2.134 0.106 0.583
C 1.251 1.318 1.576
H 2.387 -1.636 2.136
H 0.594 -1.147 1.847
H 1.424 -2.203 0.683
H 1.612 2.364 1.349
H 1.284 0.966 2.671
H 0.137 1.407 1.359
```

Calculated values
Net charge: 0
SMILES: CSC.CSC


How far above the most stable structure does each one sit? In kJ/mol: P) 0.0; Q) 56.9.